Entry 1:
# CHNO2S

2 unconnected molecules or ions with the total composition CHNO2S (ωB97M-V/def2-TZVPD, OMol25).

Gap between HOMO and LUMO (alpha / beta) ... 0.2868 / 0.2939 Ha
ΔE to the lowest compared entry with this formula, charge and spin ... 634.5 kJ/mol
HOMO (alpha / beta) ... -10.09 / -9.69 eV

Positions of all 6 atoms, in Å:
C -1.3150 0.5487 -0.0591
N -1.9452 -0.6131 0.3350
O -2.1413 -1.5139 -0.4893
O -2.2284 -0.6640 1.5075
S -1.8571 1.9937 -0.3057
H 0.6945 0.5031 -0.1290

=====

Entry 2:
# C26H35ClN6O4S

A molecular structure, C26H35ClN6O4S (ωB97M-V/def2-TZVPD, OMol25).

Gap between HOMO and LUMO ... 0.2969 Ha
ΔE to the lowest compared entry with this formula, charge and spin ... 0.0 kJ/mol
HOMO ... -8.40 eV

Positions of all 73 atoms, in Å:
N -6.5689 -2.7727 -1.7504
C -5.9243 -1.5951 -1.6478
O -6.4839 -0.5123 -1.7203
C -4.4685 -1.7224 -1.4364
N -3.8920 -2.9002 -1.3353
S -2.3016 -2.7794 -1.0969
C -2.2737 -1.0387 -1.1157
C -3.5927 -0.5966 -1.3048
N -4.0128 0.6669 -1.3784
H -3.3420 1.4015 -1.2119
H -5.0048 0.8196 -1.4988
C -1.1781 -0.1231 -0.8483
O -1.4590 1.0716 -0.6595
N 0.1092 -0.5386 -0.8009
C 0.5913 -1.8657 -1.1126
H 1.5531 -1.7548 -1.6237
C 0.8358 -2.7269 0.1345
H 1.0635 -2.0760 0.9774
H -0.0489 -3.3102 0.3909
C 2.0137 -3.6732 -0.1056
N 3.2114 -2.9270 -0.4536
C 3.8602 -2.3248 0.7041
C 5.0268 -1.4612 0.2290
H 5.5675 -1.0469 1.0806
O 5.9634 -2.2108 -0.5116
C 5.3398 -2.8208 -1.6140
H 6.1117 -3.3997 -2.1243
C 4.1861 -3.7253 -1.1772
H 3.7109 -4.1579 -2.0610
H 4.5871 -4.5436 -0.5536
H 4.9506 -2.0491 -2.2970
H 4.6411 -0.6363 -0.3905
H 3.1542 -1.6946 1.2450
H 4.2419 -3.1012 1.3897
H 2.1667 -4.3037 0.7853
H 1.7713 -4.3303 -0.9456
H -0.0933 -2.3573 -1.8045
C 1.1380 0.4025 -0.3517
C 1.1600 1.6854 -1.1502
C 0.7802 1.6918 -2.4871
C 0.8272 2.8541 -3.2332
C 1.2765 4.0237 -2.6425
C 1.6882 4.0324 -1.3204
C 1.6305 2.8639 -0.5830
H 1.9617 2.8714 0.4441
H 2.0497 4.9444 -0.8722
Cl 1.3359 5.4824 -3.5683
H 0.5194 2.8537 -4.2670
H 0.4331 0.7817 -2.9534
H 2.1000 -0.1029 -0.4952
C 1.0128 0.6086 1.1785
O 1.7562 0.0201 1.9449
N 0.0416 1.4429 1.5432
H -0.5824 1.7759 0.8147
C -0.3300 1.7004 2.9176
C -1.6354 0.9764 3.2697
C -2.8216 1.5586 2.5049
C -2.9510 3.0533 2.7812
C -1.6686 3.7800 2.3874
C -0.4734 3.2074 3.1460
H -0.6059 3.3824 4.2154
H 0.4440 3.7102 2.8338
H -1.5096 3.6813 1.3114
H -1.7611 4.8450 2.6098
H -3.1442 3.2101 3.8453
H -3.7957 3.4624 2.2237
H -2.6878 1.3971 1.4340
H -3.7364 1.0432 2.8050
H -1.8081 1.0772 4.3431
H -1.5268 -0.0870 3.0448
H 0.4849 1.3035 3.5338
H -6.0500 -3.6305 -1.6744
H -7.5646 -2.7860 -1.8902

=====

Record order is preserved below.
Largest force on an atom: 0.0856, 0.0173 Eh/bohr